[1]
Formula: C42H125N7O24
Source: the OMol25 dataset
Level of theory: ωB97M-V with the def2-TZVPD basis set

Element x y z (Å)
H: 11.73404 -3.18675 4.95013
H: 9.44102 -4.72851 9.95052
H: 11.12255 -11.36044 6.64852
C: 9.40744 -15.47176 6.21725
H: 8.36738 -5.49760 5.32018
H: 11.00618 -7.53251 4.00047
C: 10.52255 -11.96707 5.97009
C: 8.33769 -7.45514 7.21013
H: 8.12748 0.53233 11.65031
N: 10.96380 -11.81174 4.60813
O: 4.69567 -7.00387 7.36903
O: 6.83499 -5.67112 12.93846
H: 7.01776 -6.44124 9.13308
H: 7.83709 -0.11441 18.02035
H: 8.48876 -15.89665 5.80856
H: 3.99189 1.60078 7.85151
H: 11.68043 -4.79330 8.85821
C: 4.34005 -10.44508 13.76434
H: 11.03941 -3.62664 0.41166
H: 11.72974 2.79595 13.83552
H: 13.34702 -3.09804 3.02116
H: 8.16133 -3.98346 5.04677
H: 8.01698 -9.11951 11.03425
H: 7.35424 -10.89189 4.68997
O: 8.21187 -9.32353 10.09632
H: 10.23418 2.11476 13.03830
H: 5.93161 3.23210 11.51166
H: 4.33908 -11.01578 14.69814
H: 9.06935 3.03318 15.00655
O: 9.53048 -14.14575 5.79139
O: 7.98348 1.28298 16.42536
O: 10.99968 -7.20385 0.47155
C: 10.55285 -13.43471 6.45755
H: 6.14603 -4.59820 14.49687
H: 7.32535 -2.93579 11.20133
O: 8.97119 -8.94499 0.13784
C: 6.97694 -11.82416 5.12384
H: 6.35357 -4.56841 6.77452
O: 8.55778 -1.46257 7.01844
H: 9.48497 -1.64094 7.20547
H: 8.75545 -2.41653 10.39112
H: 6.39690 0.23149 17.14991
H: 7.17851 -3.62188 13.44933
O: 5.10310 -1.14762 11.24539
N: 5.24533 0.80411 9.25437
N: 13.30747 -4.53454 5.52845
H: 9.19341 -9.17805 -0.76752
H: 7.21656 -1.99186 9.63630
C: 4.46749 -0.49307 7.30443
O: 12.04024 -4.50560 10.44267
H: 13.62390 -2.53684 6.28887
C: 12.22469 -4.11616 4.64793
H: 5.59727 -4.00437 12.87551
C: 11.95592 -3.57774 1.00354
H: 9.86888 0.80362 14.75733
C: 10.02217 -7.08445 3.84307
C: 7.31700 0.70120 17.50692
H: 10.49560 3.43475 15.87544
H: 11.54172 -4.96772 4.61860
H: 3.35885 -9.98958 13.64930
H: 7.35252 -9.32133 9.61475
H: 10.26593 -16.11357 6.00899
H: 12.90714 -4.08278 10.46661
O: 6.20910 1.19390 11.83257
H: 8.66322 -5.46969 7.34993
H: 5.35097 -8.64540 8.19853
C: 7.73299 -2.76298 10.20147
H: 4.27217 -6.98840 8.26895
H: 4.65512 -0.73725 4.52074
H: 8.50301 -7.11784 9.77358
C: 4.71987 -7.89192 10.67552
H: 6.79664 -10.98887 13.41665
H: 6.93657 1.36839 18.28815
H: 11.22636 -11.00590 2.14080
H: 12.27938 -2.54387 0.83829
C: 11.87979 0.83998 12.99968
N: 7.72700 -8.42101 12.80096
O: 5.68622 -4.24922 7.40142
H: 16.11931 -4.01465 6.00414
C: 4.14876 0.62107 8.30566
H: 10.03988 -9.89846 4.27970
H: 11.57431 -6.78475 1.12247
C: 13.53203 -9.79824 1.69881
H: 5.12198 0.04596 9.92218
O: 11.60217 -3.83134 2.33570
H: 3.22870 0.40826 8.86755
H: 10.53177 -13.50473 7.54909
C: 11.01106 -10.40839 4.22889
C: 7.48415 0.96147 12.42449
H: 4.45784 -11.17720 12.96000
H: 7.15722 2.53803 10.46696
N: 5.58715 -9.33786 8.90743
C: 16.69394 -2.79488 8.37523
H: 12.91393 -4.83481 6.41244
H: 3.55990 -4.97779 9.73891
H: 2.94023 -1.14689 4.52893
H: 11.51710 -13.87327 6.16930
H: 13.20369 -10.42013 0.85908
H: 11.65627 -9.88340 4.93484
H: 15.07456 -4.56891 7.35450
H: 5.28562 -5.38015 9.99309
H: 4.12153 2.10403 10.45150
O: 11.51258 -5.14303 7.95778
C: 5.09088 2.07193 9.93636
H: 9.74833 1.37178 17.39318
H: 17.65324 -2.90211 7.85779
O: 15.66926 -2.54646 7.42531
O: 7.63876 -3.94053 9.41227
H: 6.76510 -8.09102 12.83553
O: 12.92572 -10.13010 2.91555
H: 9.55600 -7.64041 13.29598
C: 8.10527 -6.00077 13.44752
H: 5.42423 -0.30325 6.81355
H: 10.82757 -2.01884 11.77477
O: 8.00036 -4.66086 5.71126
H: 11.60425 -7.58870 -0.17339
H: 13.31790 -4.87198 2.91383
H: 8.87726 -8.77642 5.50779
H: 11.13236 -9.21768 2.48153
O: 5.40126 -9.50822 13.83317
H: 8.72481 2.84704 17.55261
N: 10.55512 1.51680 14.98513
C: 8.63751 -7.29177 12.80869
H: 7.85898 -8.60600 14.94841
H: 8.00439 1.80531 12.87927
C: 12.73708 -3.98926 3.19545
H: 16.48038 -3.70853 8.93394
H: 12.62630 0.50937 13.73495
C: 9.19469 -7.87546 6.04133
H: 7.29889 -7.38954 6.85611
H: 9.45812 -11.74780 6.14153
C: 15.34387 -3.72063 6.71933
H: 9.16426 -15.51657 7.28753
N: 8.81697 -6.28970 7.92987
C: 14.14760 -3.37414 5.79927
H: 4.94725 -1.35668 12.17134
C: 8.38301 -5.00343 9.98559
H: 14.55066 -2.78452 4.97201
H: 14.60091 -9.98700 1.81146
H: 9.06969 -7.15571 11.80994
C: 5.50760 -10.67571 8.31184
H: 7.33240 0.18347 13.17302
H: 7.42033 -11.37414 7.67239
H: 4.80276 -10.02932 10.79677
H: 4.21376 -7.94319 11.64054
C: 11.49728 -10.19134 2.81662
C: 6.53790 -10.91404 7.21092
H: 10.61545 -5.51657 8.00330
H: 8.89349 -5.26763 13.25612
H: 8.01871 -6.23383 14.51480
H: 11.90140 -0.92717 11.03913
H: 12.44491 1.04278 12.08738
O: 3.98956 -6.98178 9.82871
H: 5.43906 -0.22723 11.25763
C: 6.62719 -10.16806 14.11879
H: 5.22620 2.88710 9.22170
H: 8.70008 -9.82494 13.77468
C: 11.09456 1.91933 13.69349
H: 6.19530 -3.94558 8.17047
C: 9.84284 2.58933 15.65295
C: 11.56709 -1.26179 12.03080
C: 4.67137 -9.27791 10.01562
C: 9.08835 2.07439 16.87292
H: 12.45923 -1.56936 12.57998
H: 10.38981 -12.37001 3.98939
O: 9.30941 -6.85544 5.04384
H: 6.50914 -12.36554 4.30119
H: 9.41668 -7.83175 3.31685
C: 8.09810 -6.27731 9.20501
H: 4.45759 -1.48191 7.76810
H: 12.67164 -4.32012 0.64089
H: 9.65725 -8.30192 0.40731
H: 4.95868 -6.09014 7.20788
H: 13.42570 -8.74204 1.42447
H: 6.86838 -9.94942 6.79840
H: 7.81049 -12.43067 5.49117
H: 11.79912 -4.62229 11.36763
O: 3.45685 -0.37795 6.28658
H: 8.14654 -2.33521 6.98107
H: 10.05464 -6.18865 3.22721
H: 7.99458 -5.12001 11.00529
H: 8.27815 -8.29381 7.90947
C: 6.21102 2.32288 10.96828
O: 10.92197 -0.18629 12.69075
H: 3.99404 -5.46673 11.28597
H: 3.62702 -9.47433 9.72837
H: 6.67808 -10.61196 15.11816
H: 4.06543 -2.17242 5.39697
H: 16.83226 -1.94123 9.03692
C: 7.83379 -9.21854 14.04422
H: 10.20478 -8.12730 6.38694
H: 4.52009 -10.93505 7.91756
C: 4.25903 -5.64904 10.24195
C: 6.42283 -4.41372 13.45485
C: 3.84592 -1.13449 5.13674
H: 5.75626 -7.56841 10.77819
H: 5.83995 -11.30844 9.13865
O: 6.02799 -11.67551 6.15098

The gap between HOMO and LUMO is 8.429 eV. The calculation puts the calculated total energy at -3863.918024 a.u. Its max |F| is 2.028 eV/Å. Its HOMO energy is -8.49 eV.

---

[2]
Formula: C42H20Br2CoF18GeN6SSe
Source: the OMol25 dataset
Level of theory: ωB97M-V with the def2-TZVPD basis set

Element x y z (Å)
F: 0.25495 1.51085 3.15523
F: 2.74058 4.38659 -3.81316
H: -3.63361 -3.02312 0.47622
Co: 0.45587 -1.51953 0.09757
H: -1.27312 -1.44302 5.05120
C: 0.71213 4.98533 3.95475
F: 0.71679 0.32626 -6.67942
Se: -2.89442 -0.88030 -1.49426
C: 4.81854 -1.35582 -0.15720
F: -2.80169 4.26874 1.01500
C: 1.96181 -1.05889 4.12168
F: 1.11032 -1.78279 -6.92353
H: 0.48262 -5.84597 2.39465
C: 1.31266 2.73195 -0.90813
N: -0.34095 -5.90750 0.47317
H: -0.55168 -2.98461 -4.80953
H: -4.70964 1.08079 -0.14239
H: -0.38517 -3.23620 -2.34505
H: -1.30380 -6.10576 -1.37237
C: 0.02323 -2.36805 -2.84306
Ge: -0.35267 2.40745 0.09316
F: -5.29463 4.19883 -2.94559
H: -1.43087 -1.87350 2.60613
C: 5.18909 -1.19782 1.17010
F: 4.84289 2.00683 -0.34183
C: 1.06259 -0.33586 -2.62381
C: 1.02220 -0.10861 -3.98859
C: 0.33070 -6.56453 1.59273
C: -0.24585 -4.61821 0.33437
C: -4.05291 -0.96522 -0.00071
H: -0.30765 -7.36894 1.95430
F: 4.99973 3.41601 -2.66188
C: 3.73558 2.47805 -0.91520
H: -5.12186 -3.01410 2.46197
H: 5.55063 -1.37173 -0.94919
C: 0.29019 2.84048 2.97571
C: -0.76939 -6.72724 -0.65795
C: -0.39139 -1.41741 4.43040
C: -2.89617 3.89141 -0.26628
F: -1.12145 2.07276 -2.80051
Br: 6.99046 -0.98196 1.62581
H: -6.13050 0.91247 1.88352
C: -4.04482 4.25508 -0.95458
N: 0.58034 -1.63496 2.26639
C: 0.14676 4.77523 1.64684
C: 3.81971 3.20291 -2.09624
Br: 1.04198 -0.71744 6.77684
F: 0.87200 3.02808 5.25539
C: 3.47277 -1.48469 -0.43709
N: 2.52497 -1.46874 0.50302
H: 0.09165 -7.19032 -1.14233
H: -1.44191 -7.50070 -0.29077
C: 2.49081 2.26132 -0.35274
H: 3.13327 -1.60766 -1.45588
H: 4.50378 -1.09210 3.19366
F: -0.92018 -1.08533 -6.71064
C: 0.33464 -0.89090 -6.29044
C: -2.08443 2.77067 -2.16968
C: -0.47720 -1.66316 3.07277
F: 0.57360 6.89732 2.59111
C: 0.03165 3.40022 1.73802
C: 0.47586 5.57960 2.72280
C: 0.62399 3.60765 4.08144
C: -4.17348 -2.12873 0.75412
F: 0.35566 3.96577 -2.68130
C: -3.21357 3.10455 -2.89179
C: 1.43490 3.46272 -2.07675
C: -5.00192 -2.11857 1.86400
C: 0.43872 -1.07126 -4.79080
C: -0.07111 -2.22414 -4.21201
C: 2.89032 -1.33218 1.78820
C: -4.77234 0.15237 0.40880
H: 1.47709 0.40863 -1.95457
H: 1.40455 0.81263 -4.39998
F: 2.44277 1.55262 0.79595
C: 1.77938 -1.34233 2.77674
C: -1.89110 3.14487 -0.85384
N: -5.68478 -1.05219 2.26758
H: 2.92741 -0.79341 4.52262
C: 0.85296 -1.10240 4.95366
H: 1.29176 -6.97446 1.27787
F: -3.35941 2.71641 -4.15465
F: -0.05057 5.36279 0.45688
N: 0.58225 -1.44285 -2.05679
F: -4.99215 4.97768 -0.36332
C: -5.56399 0.05524 1.54176
C: -4.20289 3.85644 -2.27377
N: -0.22032 -3.46863 0.20055
S: -0.94517 0.34666 0.44550
F: 1.03874 5.73053 5.00202
C: 2.66366 3.69696 -2.68154
C: 4.21923 -1.19592 2.15899

The gap between HOMO and LUMO (spin up / spin down) is 6.636 / 6.918 eV. As for the charge: +1. The calculation puts the calculated total energy at -15145.776818 a.u. Its max |F| is 0.592 eV/Å. As for the spin multiplicity: 5. Its HOMO energy (spin up / spin down) is -10.05 / -10.59 eV. Its expectation value of S² is 6.0174.

---

[3]
Formula: C42H26BrCrF14N4PS
Source: the OMol25 dataset
Level of theory: ωB97M-V with the def2-TZVPD basis set

Element x y z (Å)
C: -2.57345 1.76318 2.00665
H: 2.55259 -3.90298 -0.28876
C: -2.20980 -1.08884 -2.30971
H: 3.88931 -1.48205 5.38272
C: -3.05702 -1.36958 3.27920
C: 3.03172 -1.23483 4.76899
F: -4.00770 -1.74393 -0.90744
N: -1.22143 -1.36189 -1.35116
H: -1.10188 2.10235 0.15905
P: -0.64200 -0.30751 2.12272
C: 3.96860 1.50049 -2.00295
H: 1.19034 4.46428 -5.79584
C: 3.14728 2.93453 0.20510
N: -0.14110 1.55305 -1.61510
C: -1.39827 1.30257 2.63330
C: -4.14762 -0.43352 -4.25425
H: 2.27377 -3.31866 -2.60981
Cr: 0.34512 -0.40711 -0.88254
H: -1.54971 -4.91407 3.50759
C: 2.52989 1.76895 -0.18066
C: 3.18789 -1.01707 3.41172
F: -2.41331 0.23296 -5.68880
C: -1.86866 -0.58209 -3.55917
C: 0.25939 2.21019 -2.80006
C: -4.52665 -0.95828 -3.03372
H: -3.89669 -4.52146 4.21154
C: 4.22096 3.39232 -0.53390
H: 2.22763 -0.52664 1.57416
C: 1.76732 -1.13899 5.34648
C: -1.98418 -3.92379 3.43513
F: -0.86116 4.12225 4.85318
F: -3.14883 4.91900 3.65094
H: -0.09655 -3.76509 -2.15555
C: -1.42921 3.36049 3.93642
C: -0.75044 2.38690 -0.82195
F: -0.56821 -0.43766 -3.88105
H: 3.01048 -0.95798 -3.33704
C: 0.23322 4.39454 -3.89286
C: 0.95499 1.66641 -3.88212
C: 2.08051 -0.69476 2.63000
C: -2.80543 -0.24573 -4.51594
C: 0.92363 3.84455 -4.94830
H: 0.15215 -4.32600 -0.50567
C: 2.89170 0.99553 -1.27864
F: 4.84161 4.51513 -0.20052
C: -2.59221 3.76887 3.32660
C: 2.79361 -1.23732 -2.30494
H: 2.89403 -2.20622 0.12236
C: -1.21797 -2.87248 2.95861
C: -1.74688 -1.58195 2.86090
F: 4.39441 0.89322 -3.11787
C: -3.57243 -1.27522 -2.08485
Br: -3.43045 0.81621 0.61949
C: 0.67343 -0.82531 4.56463
C: -0.08762 3.55941 -2.82050
C: -3.15758 2.96693 2.35234
C: 0.81615 -0.58584 3.19380
H: 1.63811 -1.31374 6.40757
H: -0.30858 -0.77126 5.02182
C: -3.82492 -2.42408 3.76307
H: 1.60421 -3.07084 0.96492
F: 1.48456 1.32306 0.56345
C: 2.10812 -2.94843 0.00795
C: 1.80130 -2.37345 -2.32786
C: -3.29658 -3.70284 3.83317
F: 5.63585 3.09968 -2.37201
N: 2.17265 -0.17083 -1.52853
C: 1.28204 2.48732 -4.93757
N: 1.13944 -2.49907 -1.00612
H: 1.01650 -2.16034 -3.05379
H: 4.16755 -1.09469 2.95502
H: -1.23527 -2.55752 0.38045
C: -0.01256 -3.44042 -1.11925
H: -3.49342 -0.38342 3.26938
F: -5.05807 -0.11574 -5.15893
H: 3.74750 -1.53976 -1.86058
H: -4.83976 -2.23525 4.09223
C: -0.84708 2.15463 3.58255
H: 1.82785 2.07536 -5.77863
F: 2.71894 3.60375 1.26934
H: -0.18691 -3.06081 2.67655
F: -5.81234 -1.13775 -2.75909
C: -1.25091 -2.68684 -0.69886
F: 0.29705 1.87795 4.20230
C: 4.62343 2.66494 -1.63467
H: -0.05006 5.43962 -3.89041
H: 1.23187 0.62240 -3.88879
H: -2.16069 -3.23629 -0.93089
F: -4.26343 3.39872 1.76040
S: -0.90367 3.98643 -1.35607

The gap between HOMO and LUMO (spin up / spin down) is 6.568 / 8.212 eV. As for the charge: +1. The calculation puts the calculated total energy at -7591.009425 a.u. Its max |F| is 0.596 eV/Å. As for the spin multiplicity: 4. Its HOMO energy (spin up / spin down) is -10.49 / -10.93 eV. Its expectation value of S² is 3.8288.

---

[4]
Formula: C42H28Cl2CrGeN5O6
Source: the OMol25 dataset
Level of theory: ωB97M-V with the def2-TZVPD basis set

Element x y z (Å)
N: 0.93808 -1.98446 0.43511
C: -0.74682 1.65169 -5.56898
C: -3.11440 1.55933 -1.10022
O: -2.16802 -3.58672 0.90939
C: 0.79023 1.24855 -3.70892
C: 0.32709 1.82718 -6.45666
C: 2.72745 -3.39923 -0.24996
H: 4.02044 1.52902 -4.79930
C: 0.12702 -3.05621 0.48984
H: 2.80322 -4.60680 3.32186
H: 2.10156 4.29521 1.08146
N: 0.81840 -1.90228 3.32723
H: -4.27444 4.73223 -1.37263
H: -0.49931 -2.06019 -2.03846
C: -1.33295 -2.70996 0.79826
Cl: -6.34175 1.06277 3.55332
C: 1.05134 0.92050 -2.34687
H: 3.75541 -3.50840 -0.56446
C: 2.99092 0.63446 1.71713
H: -4.11343 -0.64148 3.88938
O: -2.43190 -1.92718 4.67234
C: -4.01258 2.61776 -1.15155
C: 1.87182 1.43739 -4.61348
H: -3.47995 0.55904 -0.94760
H: 5.05599 1.23660 1.78492
H: 0.66076 -5.66508 4.03602
C: 0.72482 -4.58963 3.92334
H: 2.43254 1.86458 -6.66343
H: -2.10733 -1.48183 -1.62465
H: -2.70662 3.46411 1.38994
C: 1.91338 -4.01776 3.50094
C: -2.44418 0.39126 2.98313
C: 1.59972 1.71945 -5.98649
C: -3.56726 3.91227 -1.34624
H: -0.10043 -5.19696 0.24427
H: -5.07477 2.45212 -1.02055
C: -0.29188 -2.44249 3.81773
H: -1.35430 1.23665 -3.59977
C: 3.43042 1.12275 -2.80311
C: 3.68341 2.90053 1.43373
H: 2.54635 0.68518 -0.87420
C: 2.38573 3.27326 1.28590
H: -0.26494 3.28403 -1.51668
Ge: -0.42140 0.30969 -1.13038
O: 3.71596 -5.99577 -0.35497
C: -0.39322 -3.78612 4.12746
C: -4.28613 2.44162 2.38928
C: 1.34449 2.32112 1.43179
N: 1.69688 0.95789 1.59054
C: 2.47237 -5.91824 -0.44736
C: 2.20509 -2.15563 0.03073
H: -1.32830 -4.22322 4.44810
H: 2.79181 -2.17325 2.80951
C: 0.57213 -4.35003 0.21623
H: 4.42180 1.07833 -2.38919
C: -1.32378 3.08483 -1.42075
H: -1.85326 5.15182 -1.60318
H: 0.14195 2.01825 -7.50979
C: -3.80459 0.25348 3.36059
H: -1.76191 1.74707 -5.94405
C: 4.02430 1.52695 1.67836
C: -0.51830 1.36115 -4.26174
C: -1.52370 -1.55540 3.95892
Cr: 0.03565 -0.28955 1.29190
C: 3.20146 1.37927 -4.11421
O: -1.55986 -1.44239 0.88723
C: 2.34658 0.89346 -1.91266
C: -1.17684 -1.19772 -2.10135
H: 3.21130 -0.41405 1.85871
C: -1.75442 1.78105 -1.25051
O: -0.46401 3.84104 1.42738
C: -0.03082 2.68501 1.48674
H: 4.48386 3.62872 1.32721
C: -2.21046 4.14349 -1.46828
C: 1.90320 -4.51574 -0.15533
H: 2.80961 -1.26748 -0.06019
C: -3.02082 2.59914 1.94556
H: -1.36000 -0.94859 -3.14613
O: 1.62721 -6.79717 -0.70058
C: 1.90474 -2.66384 3.19895
N: -1.41856 -0.38769 3.24689
N: -0.84716 1.52936 1.73089
C: -2.05645 1.57597 2.18850
C: -4.67074 1.24799 3.06771
Cl: -5.45451 3.68394 2.03043

The gap between HOMO and LUMO (spin up / spin down) is 4.970 / 5.738 eV. As for the charge: -2. The calculation puts the calculated total energy at -6384.521706 a.u. Its max |F| is 1.949 eV/Å. As for the spin multiplicity: 6. Its HOMO energy (spin up / spin down) is -0.99 / -3.08 eV. Its expectation value of S² is 8.9083.

---

Per-record energy relative to the best compared isomer or geometry (same formula, charge and spin), kJ/mol: 0.0 0.0 48.7 0.0